one) 3 unconnected molecules or ions with the total composition C3H14N2O2. Source: the OMol25 dataset; level of theory: ωB97M-V/def2-TZVPD.

## Properties
M: 110.2 g/mol
SMILES: CCNCN.O.O
HOMO level: -8.193 eV

Geometry as XYZ:
```
21
C3H14N2O2 | the OMol25 dataset | ωB97M-V/def2-TZVPD
C 0.57 2.63 0.01
C 0.46 1.10 0.22
N -0.47 0.48 -0.73
C -1.20 -0.68 -0.14
N -1.77 -1.62 -1.10
H -0.33 3.18 0.02
H 1.31 3.14 0.66
H 0.93 2.68 -1.03
H 0.19 0.86 1.31
H 1.48 0.57 0.12
H -0.97 0.87 -1.59
H -0.59 -1.19 0.58
H -1.86 0.01 0.43
H -1.01 -2.24 -1.37
H -2.06 -1.12 -1.97
O 0.75 -1.11 4.07
H -0.18 -1.14 4.31
H 1.03 -2.02 3.97
O 1.38 -1.85 -2.57
H 1.02 -1.33 -3.34
H 1.30 -1.21 -1.86
```

These are the Löwdin partial charges, in e, on atoms 1 to 6:
1 C -0.100
2 C -0.299
3 N -0.146
4 C -0.335
5 N 0.011
6 H 0.044


two) 3 unconnected molecules or ions with the total composition C3H14N2O2. Source: the OMol25 dataset; level of theory: ωB97M-V/def2-TZVPD.

## Properties
M: 110.2 g/mol
SMILES: C[C@@H](N)CN.O.O
HOMO level: -9.235 eV

Geometry as XYZ:
```
21
C3H14N2O2 | the OMol25 dataset | ωB97M-V/def2-TZVPD
C 2.43 -0.48 -1.09
C 1.12 -0.33 -0.30
N 1.23 -1.00 1.00
C 0.93 1.21 -0.29
N -0.24 1.63 0.49
H 2.19 -0.08 -2.07
H 2.96 -1.44 -1.15
H 3.18 0.14 -0.58
H 0.32 -0.75 -0.95
H 0.52 -1.71 0.98
H 2.16 -1.39 1.11
H 1.83 1.75 -0.02
H 0.62 1.43 -1.32
H 0.07 1.74 1.44
H -0.94 2.26 0.14
O -3.53 -2.20 -0.13
H -3.23 -2.72 0.61
H -3.20 -1.29 0.00
O -3.00 0.78 0.54
H -2.06 1.04 0.39
H -3.37 1.39 1.19
```

These are the Löwdin partial charges, in e, on atoms 1 to 6:
1 C -0.095
2 C -0.444
3 N 0.041
4 C -0.239
5 N -0.015
6 H 0.074


Quick look at relative energies in hartree: one) 0.0324; two) 0.0000.


one) 2 unconnected molecules or ions with the total composition C6H16NS. Source: the OMol25 dataset; level of theory: ωB97M-V/def2-TZVPD.

## Properties
Net charge: -1
M: 134.3 g/mol
HOMO level: -2.606 eV

Geometry as XYZ:
```
24
C6H16NS | the OMol25 dataset | ωB97M-V/def2-TZVPD
C 3.11 1.50 0.37
C 1.76 1.85 -0.29
C 0.60 1.99 0.69
S 0.38 0.40 1.65
H 3.26 2.16 1.25
H 3.95 1.51 -0.33
H 3.04 0.45 0.70
H 1.81 2.77 -0.94
H 1.45 1.09 -1.08
H -0.32 2.27 0.10
H 0.85 2.74 1.46
C -1.03 -2.04 0.13
C -1.66 -0.94 -0.72
C -3.19 -0.81 -0.64
N 0.37 -2.20 -0.16
H -1.55 -2.97 -0.12
H -1.26 -1.89 1.20
H -1.34 -1.15 -1.75
H -1.22 0.01 -0.32
H -3.44 -0.59 0.42
H -3.64 -1.79 -0.87
H -3.54 -0.03 -1.31
H 0.79 -2.99 0.34
H 0.82 -1.35 0.19
```

These are the Löwdin partial charges, in e, on atoms 1 to 6:
1 C -0.173
2 C -0.412
3 C -0.696
4 S 0.280
5 H 0.071
6 H 0.047


two) 2 unconnected molecules or ions with the total composition C6H16NS. Source: the OMol25 dataset; level of theory: ωB97M-V/def2-TZVPD.

## Properties
Net charge: -1
M: 134.3 g/mol
HOMO level: -2.603 eV

Geometry as XYZ:
```
24
C6H16NS | the OMol25 dataset | ωB97M-V/def2-TZVPD
C 1.03 -1.91 -1.83
C 0.42 -0.74 -2.66
S -0.78 0.22 -1.72
N 0.06 -2.76 -1.17
H 1.68 -1.43 -1.10
H 1.65 -2.51 -2.50
H -0.04 -1.19 -3.56
H 1.25 -0.14 -3.04
H -0.37 -3.39 -1.84
H -0.67 -2.13 -0.83
C -1.04 -0.50 2.23
C 0.00 0.53 1.72
C -0.62 1.87 1.35
C 0.42 2.71 0.60
H -1.65 -0.07 3.03
H -0.49 -1.38 2.54
H -1.69 -0.72 1.38
H 0.51 0.11 0.86
H 0.75 0.65 2.52
H -1.04 2.42 2.20
H -1.41 1.68 0.62
H 1.31 2.94 1.21
H -0.05 3.63 0.25
H 0.77 2.15 -0.26
```

These are the Löwdin partial charges, in e, on atoms 1 to 6:
1 C -0.423
2 C -0.767
3 S 0.283
4 N -0.053
5 H 0.080
6 H 0.086


Quick look at relative energies in hartree: one) 0.0135; two) 0.0000.


one) A molecular structure, H8LiO4. Source: the OMol25 dataset; level of theory: ωB97M-V/def2-TZVPD.

## Properties
Net charge: +1
M: 79.0 g/mol
HOMO level: -15.897 eV

Geometry as XYZ:
```
13
H8LiO4 | the OMol25 dataset | ωB97M-V/def2-TZVPD
Li -4.82 -3.10 -0.83
O -4.92 -4.37 -1.52
H -4.35 -5.12 -1.66
H -5.71 -4.56 -2.02
O -4.54 -2.26 -2.01
H -3.81 -1.65 -1.88
H -4.91 -2.02 -2.86
O -6.30 -2.89 -0.30
H -6.30 -2.79 0.65
H -6.73 -2.09 -0.63
O -4.23 -2.68 0.50
H -3.89 -3.52 0.81
H -3.82 -2.03 1.07
```

These are the Löwdin partial charges, in e, on atoms 1 to 6:
1 Li 0.417
2 O -0.061
3 H 0.109
4 H 0.102
5 O -0.056
6 H 0.097


two) A molecular structure, H8LiO4. Source: the OMol25 dataset; level of theory: ωB97M-V/def2-TZVPD.

## Properties
Net charge: +1
M: 79.0 g/mol
HOMO level: -16.221 eV

Geometry as XYZ:
```
13
H8LiO4 | the OMol25 dataset | ωB97M-V/def2-TZVPD
Li 7.67 11.36 -19.91
O 9.56 11.88 -19.59
H 10.44 11.56 -19.36
H 9.69 12.79 -19.89
O 6.85 12.60 -18.57
H 5.92 12.62 -18.30
H 7.36 12.73 -17.75
O 6.45 11.76 -21.42
H 5.87 12.48 -21.12
H 6.44 11.80 -22.38
O 7.68 9.31 -19.63
H 7.53 8.75 -18.85
H 7.47 8.75 -20.39
```

These are the Löwdin partial charges, in e, on atoms 1 to 6:
1 Li 0.737
2 O -0.086
3 H 0.080
4 H 0.076
5 O -0.089
6 H 0.080


Quick look at relative energies in hartree: one) 0.1628; two) 0.0000.


one) A single C27H34N4O2 molecule. Source: the OMol25 dataset; level of theory: ωB97M-V/def2-TZVPD.

## Properties
M: 446.6 g/mol
SMILES: CCOc1ccc(CN2CCC(n3nccc3NC(=O)CCCc3ccccc3)CC2)cc1
HOMO level: -8.305 eV

Geometry as XYZ:
```
67
C27H34N4O2 | the OMol25 dataset | ωB97M-V/def2-TZVPD
C 2.92 6.37 5.29
C 1.91 6.63 4.17
O 2.41 6.28 2.89
C 2.50 4.97 2.53
C 3.11 4.73 1.30
C 3.24 3.45 0.82
C 2.77 2.36 1.55
C 2.92 0.95 1.05
N 1.68 0.21 1.20
C 0.64 0.72 0.33
C -0.69 0.06 0.68
C -0.57 -1.46 0.50
N -1.80 -2.13 0.85
N -2.01 -2.60 2.08
C -3.23 -3.09 2.09
C -3.85 -2.94 0.84
C -2.90 -2.31 0.07
N -2.92 -1.89 -1.25
C -3.99 -1.99 -2.10
O -5.06 -2.45 -1.78
C -3.69 -1.50 -3.50
C -3.60 -2.68 -4.48
C -2.58 -3.74 -4.04
C -1.21 -3.21 -3.73
C -0.53 -3.66 -2.60
C 0.74 -3.21 -2.31
C 1.36 -2.28 -3.13
C 0.69 -1.82 -4.26
C -0.58 -2.29 -4.56
C 0.58 -1.96 1.37
C 1.86 -1.22 1.01
C 2.16 2.60 2.77
C 2.01 3.89 3.26
H 3.16 5.32 5.36
H 2.50 6.70 6.24
H 3.83 6.93 5.09
H 1.70 7.70 4.10
H 0.96 6.10 4.37
H 3.48 5.58 0.74
H 3.72 3.29 -0.14
H 3.27 0.96 0.00
H 3.69 0.45 1.65
H 0.88 0.53 -0.73
H 0.57 1.80 0.48
H -1.48 0.46 0.04
H -0.94 0.27 1.71
H -0.33 -1.69 -0.55
H -3.62 -3.53 2.98
H -4.83 -3.23 0.54
H -2.05 -1.53 -1.63
H -2.76 -0.92 -3.52
H -4.51 -0.85 -3.82
H -4.58 -3.15 -4.54
H -3.35 -2.30 -5.47
H -2.97 -4.26 -3.15
H -2.50 -4.48 -4.84
H -1.01 -4.38 -1.95
H 1.26 -3.59 -1.44
H 2.35 -1.92 -2.90
H 1.16 -1.10 -4.91
H -1.07 -1.94 -5.45
H 0.33 -1.77 2.42
H 0.71 -3.03 1.24
H 2.14 -1.45 -0.03
H 2.67 -1.55 1.66
H 1.78 1.77 3.33
H 1.52 4.03 4.21
```

These are the Löwdin partial charges, in e, on atoms 1 to 6:
1 C -0.065
2 C -0.251
3 O -0.054
4 C -0.270
5 C -0.002
6 C -0.037


two) A single C27H34N4O2 molecule. Source: the OMol25 dataset; level of theory: ωB97M-V/def2-TZVPD.

## Properties
M: 446.6 g/mol
SMILES: CCOc1ccc(CN2CCC(n3nccc3NC(=O)CCCc3ccccc3)CC2)cc1
HOMO level: -8.340 eV

Geometry as XYZ:
```
67
C27H34N4O2 | the OMol25 dataset | ωB97M-V/def2-TZVPD
C 4.39 4.64 4.44
C 3.57 5.28 3.33
O 3.63 4.56 2.11
C 2.92 3.41 1.97
C 2.00 2.90 2.88
C 1.32 1.72 2.60
C 1.52 1.04 1.41
C 0.74 -0.21 1.08
N -0.57 0.03 0.48
C -1.54 0.63 1.36
C -2.93 0.40 0.79
C -3.05 0.92 -0.65
N -4.22 0.36 -1.29
N -5.25 1.14 -1.63
C -6.14 0.36 -2.21
C -5.70 -0.97 -2.25
C -4.46 -0.94 -1.64
N -3.54 -1.95 -1.40
C -3.43 -3.11 -2.11
O -4.21 -3.46 -2.96
C -2.21 -3.93 -1.69
C -0.92 -3.12 -1.67
C 0.32 -4.03 -1.62
C 1.57 -3.20 -1.45
C 2.29 -3.23 -0.27
C 3.42 -2.44 -0.11
C 3.83 -1.60 -1.13
C 3.11 -1.56 -2.31
C 1.99 -2.36 -2.47
C -1.81 0.66 -1.52
C -0.50 0.80 -0.75
C 2.45 1.55 0.51
C 3.13 2.71 0.78
H 4.01 3.65 4.68
H 4.35 5.26 5.33
H 5.42 4.54 4.13
H 3.99 6.26 3.08
H 2.53 5.42 3.64
H 1.80 3.40 3.82
H 0.62 1.34 3.33
H 1.31 -0.82 0.38
H 0.57 -0.80 1.99
H -1.37 1.71 1.50
H -1.48 0.15 2.34
H -3.68 0.90 1.41
H -3.15 -0.67 0.83
H -3.24 2.00 -0.62
H -7.06 0.77 -2.57
H -6.20 -1.82 -2.66
H -2.82 -1.74 -0.72
H -2.13 -4.75 -2.41
H -2.40 -4.37 -0.71
H -0.86 -2.50 -2.57
H -0.88 -2.46 -0.80
H 0.23 -4.72 -0.78
H 0.38 -4.61 -2.54
H 1.98 -3.88 0.54
H 3.97 -2.47 0.82
H 4.70 -0.98 -1.00
H 3.43 -0.91 -3.11
H 1.45 -2.33 -3.40
H -1.85 -0.35 -1.94
H -1.81 1.35 -2.36
H -0.31 1.87 -0.54
H 0.32 0.42 -1.36
H 2.64 1.02 -0.42
H 3.85 3.11 0.08
```

These are the Löwdin partial charges, in e, on atoms 1 to 6:
1 C -0.064
2 C -0.250
3 O -0.052
4 C -0.269
5 C -0.017
6 C -0.037


Quick look at relative energies in hartree: one) 0.0000; two) 0.0060.